Record 1
# C10H13FN

An isolated ion of composition C10H13FN and charge +1 in a non-equilibrium geometry (ωB97M-V/def2-TZVPD, the Open Molecules 2025 dataset).

Geometry as XYZ:
```
25
C10H13FN (ωB97M-V/def2-TZVPD)
F 3.19 -0.51 -1.16
N 1.45 0.50 1.04
C 1.63 -0.92 1.46
C 2.06 -0.14 -1.77
C -3.41 -0.35 -0.37
C 0.69 0.70 -0.21
C -2.78 -0.20 0.85
C -1.34 0.14 -1.49
C -0.68 0.29 -0.26
C -1.43 0.10 0.92
C 1.50 1.18 -1.39
C -2.68 -0.18 -1.54
H 2.05 -0.95 2.46
H 2.37 0.94 0.93
H 2.28 1.89 -1.13
H -0.79 0.24 -2.41
H -4.46 -0.60 -0.42
H -3.34 -0.32 1.77
H 2.31 -1.42 0.78
H 0.94 0.99 1.79
H 0.87 1.61 -2.16
H -0.99 0.24 1.89
H 0.68 -1.43 1.45
H -3.16 -0.30 -2.50
H 1.49 -0.97 -2.16
```

Computed properties:
charge	+1
HOMO energy (spin up / spin down)	-11.736 / -11.516	eV
molecular weight	166.22	g/mol
relative energy (zero: lowest compared OMol25 entry of this formula, charge and spin)	11.3	kJ/mol
maximum force	1.7	eV Å⁻¹
multiplicity	1



Record 2
# C10H13FN2O4S3

One molecule with the formula C10H13FN2O4S3 in a non-equilibrium geometry (ωB97M-V/def2-TZVPD, the Open Molecules 2025 dataset).

Geometry as XYZ:
```
33
C10H13FN2O4S3 (ωB97M-V/def2-TZVPD)
S -0.95 0.50 -2.07
S 1.79 0.55 1.89
S 3.78 -0.94 -1.65
F -2.52 0.38 1.33
O -0.82 1.92 -1.95
O -0.49 -2.23 -1.12
O 0.40 -0.17 -1.51
O -1.17 0.03 -3.40
N 1.56 -1.77 -0.21
N -3.14 -0.96 -1.72
C -0.44 -0.62 0.68
C 2.46 2.23 1.70
C 0.12 0.71 1.16
C 0.25 -1.21 -0.55
C -1.95 -0.53 0.43
C -2.33 0.03 -1.01
C -2.60 -1.81 0.72
C 3.87 2.22 1.06
C -3.06 -2.87 1.00
C 2.54 -1.40 -0.84
H 1.79 2.87 1.13
H -2.93 0.92 -0.89
H 3.89 2.82 0.16
H 4.61 2.58 1.77
H 0.12 1.46 0.37
H -0.10 -3.07 -0.87
H -4.09 -0.88 -1.41
H 2.52 2.68 2.69
H -3.54 -3.68 1.50
H 4.13 1.19 0.83
H -0.50 1.11 1.95
H -0.31 -1.35 1.49
H -3.09 -0.80 -2.72
```

Computed properties:
SMILES	C#C[C@@]1(F)[C@H](CSCC)[C@](O)(N=C=S)OS(=O)(=O)[C@H]1N
HOMO energy	-8.612	eV
molecular weight	340.42	g/mol
maximum force	2.1	eV Å⁻¹
multiplicity	1



Record 3
# C10H13N2

A 2-piece molecular cluster, C10H13N2 overall in a non-equilibrium geometry (ωB97M-V/def2-TZVPD, the Open Molecules 2025 dataset).

Geometry as XYZ:
```
25
C10H13N2 (ωB97M-V/def2-TZVPD)
N 0.80 2.44 0.91
N 1.88 1.40 0.21
C -1.29 -0.40 0.98
C -2.98 0.76 -0.21
C 1.67 -1.37 -1.31
C 0.74 -1.14 -0.18
C -2.34 0.49 -1.38
C -0.56 -0.52 -0.21
C -2.53 0.10 0.98
C 1.27 -1.68 1.09
C -1.14 -0.15 -1.45
C 2.17 2.48 0.76
H -0.86 -0.79 1.89
H -3.82 1.40 -0.19
H 2.66 -0.96 -0.91
H 1.90 -2.42 -1.26
H -3.08 0.32 1.80
H 0.85 -2.66 1.18
H 0.94 -1.16 1.96
H 1.39 -1.05 -2.33
H -0.50 -0.06 -2.34
H 2.97 3.07 1.09
H -2.67 0.88 -2.36
H 0.18 2.77 0.22
H 2.35 -1.77 1.05
```

Computed properties:
charge	+1
HOMO energy	-12.915	eV
molecular weight	161.23	g/mol
relative energy (zero: lowest compared OMol25 entry of this formula, charge and spin)	543.0	kJ/mol
maximum force	4.0	eV Å⁻¹
multiplicity	1



Record 4
# C10H13N2

An isolated ion of composition C10H13N2 and charge +1 in a non-equilibrium geometry (ωB97M-V/def2-TZVPD, the Open Molecules 2025 dataset).

Geometry as XYZ:
```
25
C10H13N2 (ωB97M-V/def2-TZVPD)
N -0.49 0.03 -1.84
N -0.59 -2.33 1.00
C -0.81 0.04 1.38
C -0.52 -1.02 0.37
C 2.40 2.76 -0.87
C -0.74 -1.00 -1.03
C 1.57 3.04 -1.94
C 0.52 2.21 -2.23
C -1.96 -2.92 1.59
C 2.20 1.72 0.02
C 0.30 1.03 -1.46
C 1.23 0.90 -0.41
H -1.10 -1.99 -1.38
H -2.71 -2.36 0.97
H -0.02 0.16 2.06
H -0.15 -2.91 0.27
H 1.60 3.84 -2.63
H -1.74 -0.26 2.07
H -0.16 2.32 -3.04
H 2.71 1.41 0.88
H 3.19 3.36 -0.73
H -0.79 1.02 1.03
H -1.86 -3.92 1.41
H -0.01 -2.42 1.87
H -2.09 -2.71 2.66
```

Computed properties:
charge	+1
HOMO energy (spin up / spin down)	-11.992 / -11.446	eV
molecular weight	161.23	g/mol
relative energy (zero: lowest compared OMol25 entry of this formula, charge and spin)	642.5	kJ/mol
maximum force	4.2	eV Å⁻¹
multiplicity	1



Record 5
# C10H13N2OS

A 2-piece molecular cluster, C10H13N2OS overall in a non-equilibrium geometry (ωB97M-V/def2-TZVPD, the Open Molecules 2025 dataset).

Geometry as XYZ:
```
27
C10H13N2OS (ωB97M-V/def2-TZVPD)
S -4.36 2.91 -1.63
O 1.00 -1.55 2.10
N 3.77 0.65 -0.49
N -3.89 0.88 0.07
C 5.73 -0.95 -1.08
C -2.08 1.38 -1.35
C -1.36 0.36 -0.75
C -1.10 -1.48 0.92
C -3.37 1.64 -0.91
C 1.41 -0.75 0.78
C 0.06 -0.79 1.63
C -3.22 -0.12 0.66
C 4.63 -0.05 -0.75
C -1.93 -0.40 0.27
H 6.19 -0.63 -2.01
H -1.64 1.96 -2.14
H 6.48 -0.92 -0.29
H -0.17 0.10 2.20
H -1.64 -2.01 1.70
H 2.46 -0.89 1.00
H -0.34 0.16 -1.06
H -4.84 1.08 0.36
H -0.64 -2.13 0.19
H 5.36 -1.97 -1.19
H 1.50 0.35 1.05
H -4.09 3.88 -0.74
H -3.69 -0.70 1.44
```

Computed properties:
charge	+1
HOMO energy	-11.781	eV
molecular weight	209.29	g/mol
relative energy (zero: lowest compared OMol25 entry of this formula, charge and spin)	542.4	kJ/mol
maximum force	2.5	eV Å⁻¹
multiplicity	1



Record 6
# C10H13N2S

An isolated ion of composition C10H13N2S and charge +1 in a non-equilibrium geometry (ωB97M-V/def2-TZVPD, the Open Molecules 2025 dataset).

Geometry as XYZ:
```
26
C10H13N2S (ωB97M-V/def2-TZVPD)
S 1.59 -0.20 1.90
N -0.72 0.99 0.92
N -1.35 -1.73 -0.40
C -0.35 -1.30 -2.72
C 0.10 -0.32 0.77
C 0.62 -0.59 -3.33
C 1.43 0.37 -2.64
C -0.61 1.68 2.33
C -0.90 -1.55 0.98
C 1.29 0.42 -1.35
C 0.42 -0.49 -0.67
C -0.52 -1.24 -1.31
C 0.84 1.38 2.75
H 1.54 2.21 2.62
H -1.65 0.72 0.50
H 2.18 0.77 -3.28
H -0.40 -2.37 1.38
H -1.74 -1.30 1.62
H 0.92 0.98 3.75
H 0.60 -0.53 -4.48
H 1.95 1.03 -0.71
H -0.98 -1.99 -3.39
H -1.42 1.25 2.97
H -0.33 1.62 0.18
H -0.69 2.78 2.21
H -1.82 -2.61 -0.61
```

Computed properties:
charge	+1
SMILES	c1ccc2c(c1)NC[C@]21[NH2+]CCS1
HOMO energy	-11.759	eV
molecular weight	193.30	g/mol
relative energy (zero: lowest compared OMol25 entry of this formula, charge and spin)	44.9	kJ/mol
maximum force	4.9	eV Å⁻¹
multiplicity	1



Record 7
# C10H13N3S

One molecule with the formula C10H13N3S in a non-equilibrium geometry (ωB97M-V/def2-TZVPD, the Open Molecules 2025 dataset).

Geometry as XYZ:
```
27
C10H13N3S (ωB97M-V/def2-TZVPD)
S 2.08 2.32 -0.11
N 0.98 0.00 0.45
N -0.49 1.81 0.54
N 4.37 0.87 -0.34
C -3.48 -1.46 0.00
C -3.68 -0.04 -0.51
C 2.96 -1.47 0.29
C 4.32 -1.49 0.02
C -2.36 0.73 -0.66
C 2.30 -0.25 0.23
C 3.09 0.89 -0.09
C -1.68 1.00 0.69
C 0.71 1.25 0.33
C 4.98 -0.31 -0.28
H 6.04 -0.29 -0.49
H -4.34 0.51 0.16
H -0.61 2.77 0.25
H -1.38 0.07 1.15
H -4.16 -0.07 -1.49
H -3.11 -1.46 1.02
H -2.56 1.69 -1.15
H 4.87 -2.42 0.05
H -1.67 0.16 -1.29
H 2.41 -2.37 0.53
H -2.78 -1.99 -0.63
H -4.43 -1.99 -0.01
H -2.37 1.53 1.35
```

Computed properties:
SMILES	CCCCNc1nc2cccnc2s1
HOMO energy	-8.092	eV
molecular weight	207.30	g/mol
relative energy (zero: lowest compared OMol25 entry of this formula, charge and spin)	0.0	kJ/mol
maximum force	1.2	eV Å⁻¹
multiplicity	1



Record 8
# C10H13N4

An isolated ion of composition C10H13N4 and charge +1 in a non-equilibrium geometry (ωB97M-V/def2-TZVPD, the Open Molecules 2025 dataset).

Geometry as XYZ:
```
27
C10H13N4 (ωB97M-V/def2-TZVPD)
N -0.71 -0.64 0.43
N 2.71 1.36 1.35
N 3.18 -0.85 0.65
N -4.43 0.76 -0.42
C -2.03 0.84 -0.84
C -3.12 0.28 -0.22
C 2.08 -1.04 -1.26
C 2.86 -1.69 -0.38
C -2.99 -0.45 1.01
C -0.70 0.38 -0.46
C 0.41 0.89 -0.98
C -1.78 -1.01 1.17
C 2.51 0.28 0.52
C 1.80 0.35 -0.78
H 0.14 -1.05 0.76
H -1.59 -1.70 1.92
H 3.33 -2.67 -0.60
H 3.93 -0.91 1.34
H -3.75 -0.91 1.66
H 1.58 -1.55 -2.06
H 0.20 1.74 -1.57
H 3.59 1.28 1.82
H 2.39 2.30 1.34
H -5.16 0.06 -0.29
H -2.18 1.48 -1.75
H -4.73 1.41 -1.09
H 2.47 1.05 -1.25
```

Computed properties:
charge	+1
SMILES	NC1=C/C(=C/[C@@H]2C=CNC2=[NH2+])NC=C1
HOMO energy	-10.119	eV
molecular weight	189.24	g/mol
relative energy (zero: lowest compared OMol25 entry of this formula, charge and spin)	153.5	kJ/mol
maximum force	4.4	eV Å⁻¹
multiplicity	1



Record 9
# C10H13N6OPdS

C10H13N6OPdS as an isolated structure in a non-equilibrium geometry (ωB97M-V/def2-TZVPD, the Open Molecules 2025 dataset).

Geometry as XYZ:
```
32
C10H13N6OPdS (ωB97M-V/def2-TZVPD)
Pd -0.49 0.59 -1.61
S -1.97 -1.14 -1.90
O 3.79 -1.36 0.32
N 2.58 0.37 -0.63
N 0.62 -1.23 -1.25
N -0.68 -2.93 -0.46
N -2.30 1.58 2.23
N 1.52 -1.68 -0.36
N 0.15 -3.40 0.45
C -0.54 -1.89 -1.34
C -2.00 2.10 0.99
C -0.31 3.28 -0.32
C -0.83 2.66 -1.50
C -2.75 1.83 -0.20
C 1.26 -2.73 0.52
C 2.21 -3.28 1.51
C -2.13 1.97 -1.40
C 2.73 -0.93 -0.19
C -0.79 2.90 0.89
H -1.40 1.36 2.71
H -0.49 2.86 -2.54
H -2.92 0.77 2.18
H -2.62 1.73 -2.35
H 1.86 -2.91 2.53
H -3.80 1.54 -0.17
H -0.22 3.02 1.85
H 3.18 -2.84 1.35
H 0.58 3.91 -0.44
H 3.34 0.96 -0.77
H 2.32 -4.37 1.49
H -1.60 -3.41 -0.50
H 1.71 0.65 -1.09
```

Computed properties:
charge	-1
HOMO energy	-2.484	eV
molecular weight	371.74	g/mol
maximum force	5.7	eV Å⁻¹
multiplicity	1



- Which of these has the highest molecular weight?
  C10H13N6OPdS



- Which formula does entry 8 have?
  C10H13N4



- Look up the molecular weight of the sixth one.
  193.30 g/mol